1.
# C22H45BN4O9P

A 2-piece molecular cluster, C22H45BN4O9P overall at a distorted geometry (the ωB97M-V functional and the def2-TZVPD basis, the OMol25 dataset).

```
82
Properties=species:S:1:pos:R:3:forces:R:3
C 3.4875 -1.9867 3.5277 -0.093 0.519 -0.276
C 2.1520 -2.1434 2.6921 -0.177 -0.712 1.487
O 2.3343 -2.6204 1.3588 0.088 1.010 0.129
C 3.0993 -1.7146 0.5604 1.257 0.639 -0.693
C 3.2325 -2.2073 -0.9498 -0.206 -0.818 0.900
C 2.2844 -3.4480 -1.2805 0.317 1.318 -1.289
C 0.8430 -2.8659 -1.5265 -0.569 0.119 0.417
C -0.3313 -3.9327 -1.4706 -0.022 -0.185 0.195
C -1.4317 -3.6744 -0.4038 -0.814 -1.544 1.226
C -2.0219 -4.6911 0.4404 0.803 0.183 -0.354
C -1.8061 -6.2357 0.5229 -1.060 0.859 -0.424
P -2.3423 -7.0056 2.1596 0.188 -2.762 0.265
O -1.8776 -8.4146 2.2518 -0.426 2.124 -0.234
O -1.8048 -6.0668 3.4270 -0.944 -0.074 -1.931
O -4.0275 -6.9951 2.1598 2.231 1.625 0.697
N -2.9629 -4.0906 1.3128 2.852 2.573 -3.655
C -2.9219 -2.7488 0.9742 -1.619 0.509 0.871
B -3.9069 -1.8394 1.8752 -0.449 1.586 -0.188
N -3.6121 -0.4016 1.9509 0.345 -2.392 1.334
O -5.0217 -2.4440 2.5077 1.931 -0.016 -0.212
N -2.0608 -2.4288 -0.0547 -0.404 -3.842 1.428
C -1.8222 -1.0857 -0.6215 0.187 1.880 -0.133
C -3.0995 -0.3856 -1.2262 -0.438 -0.202 -0.839
C -2.9335 1.1618 -1.5102 -0.055 -0.429 0.335
C -2.3090 2.0204 -0.3300 -0.724 0.214 -1.233
N -1.0833 2.6879 -0.8720 0.261 -0.080 2.356
C -0.8169 3.9089 -0.0285 0.631 0.051 -0.452
C 0.0845 1.8227 -0.7278 1.280 -0.750 -1.165
C 0.6885 1.3514 0.6485 -1.295 0.566 0.519
O 0.6654 1.4510 -1.7303 -0.784 0.215 0.969
H 3.3435 -2.3482 4.5845 0.097 0.481 -1.103
H 3.7957 -0.9020 3.5376 -0.165 -1.157 0.145
H 4.3278 -2.5737 3.0716 -0.877 0.409 0.379
H 1.5362 -2.9316 3.2252 0.594 0.710 -0.828
H 1.5248 -1.1981 2.7546 0.804 -0.761 -0.409
H 4.1635 -1.6233 0.9449 -1.208 -0.174 -0.129
H 2.6998 -0.6530 0.5913 0.048 -1.226 0.075
H 4.2830 -2.5560 -1.1174 -0.856 0.491 0.102
H 3.0251 -1.3185 -1.6051 0.148 -1.054 0.360
H 2.3440 -4.2582 -0.5121 -0.206 0.907 -0.496
H 2.6881 -3.8599 -2.2543 -0.594 0.194 1.037
H 0.7711 -2.3342 -2.5221 0.369 -0.514 1.104
H 0.6481 -2.0884 -0.7279 0.345 -0.824 -0.802
H -0.8242 -4.0591 -2.4742 0.440 0.180 0.930
H 0.1502 -4.9291 -1.2297 -0.805 0.996 -0.158
H -0.7803 -6.5865 0.2451 -0.818 0.456 0.532
H -2.5113 -6.6937 -0.2396 0.753 0.273 0.909
H -1.3034 -5.2996 3.0909 -0.100 -0.351 0.316
H -4.3529 -6.4904 2.9351 -0.029 -0.584 -0.409
H -3.5552 -4.4852 2.0407 0.082 0.168 -0.483
H -4.0012 0.0213 2.7978 -0.047 0.182 -0.538
H -2.5926 -0.3140 1.9855 -0.397 0.550 -0.281
H -4.8957 -2.4838 3.4727 -0.488 0.290 -0.404
H -1.0467 -1.0772 -1.4420 -0.843 -0.641 1.024
H -1.3542 -0.4720 0.2070 -0.641 -0.641 -0.885
H -4.0431 -0.5329 -0.6431 1.083 -0.071 -0.172
H -3.2801 -0.8766 -2.2324 0.112 0.453 1.122
H -2.3308 1.3034 -2.4501 -0.418 -0.004 1.109
H -3.9559 1.5796 -1.7211 0.957 -0.575 0.096
H -3.0536 2.8304 -0.0729 0.945 -0.813 -0.245
H -2.1252 1.4551 0.6250 -0.103 0.359 -0.821
H -1.3111 3.8284 0.9766 0.481 0.317 -0.846
H -1.1629 4.7938 -0.6253 0.201 -0.705 0.873
H 0.3007 3.9858 0.1040 -1.147 0.243 0.012
H 1.7326 1.7380 0.8074 -1.102 -0.392 -0.354
H 0.6848 0.2296 0.6721 0.175 1.044 -0.128
H 0.0203 1.7183 1.4868 0.918 -0.400 -0.688
C 2.0079 5.3893 -2.2412 0.194 0.009 -0.171
C 1.3646 6.5524 -1.5111 -0.173 -0.430 -0.193
O 2.3309 7.5570 -1.1847 -0.067 0.220 0.034
C 2.7183 8.3352 -2.2048 0.237 -0.006 0.050
O 2.3251 8.2658 -3.3408 -0.032 0.011 0.219
O 3.6396 9.1905 -1.7453 -0.282 -0.193 -0.006
C 4.2165 10.0173 -2.7569 0.238 0.327 -0.231
H 2.8476 4.9922 -1.6653 -0.121 -0.022 0.085
H 1.2828 4.5899 -2.4103 0.007 0.020 0.021
H 2.4051 5.6999 -3.2088 -0.150 0.017 0.043
H 0.9514 6.2000 -0.5645 0.201 0.290 0.101
H 0.5399 6.9835 -2.0832 0.180 0.083 -0.078
H 3.4486 10.5433 -3.3247 0.020 -0.179 -0.009
H 4.8379 9.4141 -3.4204 -0.152 0.035 -0.056
H 4.8477 10.7539 -2.2626 -0.102 -0.181 0.192
```
Positions in Å, forces in eV/Å.

Properties
* ΔE to the lowest compared entry with this formula, charge and spin: 3.463 eV
* net charge: +1
* orbital gap: 0.3078 Eh
* energy: -2127.5355 hartree

2.
# C22H45N2OP

A 3-piece molecular cluster, C22H45N2OP overall at a distorted geometry (the ωB97M-V functional and the def2-TZVPD basis, the OMol25 dataset).

```
71
Properties=species:S:1:pos:R:3:forces:R:3
C -0.6221 2.6019 -4.0337 -0.077 -1.092 0.596
C -0.3231 1.7921 -2.7003 0.184 -0.155 -1.466
C -0.0316 0.3064 -3.1031 0.546 -0.165 1.169
C -1.1991 -0.7025 -2.8372 0.420 0.210 -1.084
C -2.6483 -0.1523 -3.0969 0.144 -0.707 0.788
C -3.4165 -0.2221 -1.7247 -0.014 -1.014 -1.136
C -4.9408 0.0802 -1.8253 -0.632 -0.180 -0.198
C -5.5877 -0.6637 -2.9866 2.551 2.403 4.480
N -5.8966 -1.1379 -3.9502 -1.454 -1.996 -3.422
C -5.3370 1.6239 -1.9630 -0.342 -0.469 -1.268
C -5.9036 1.9119 -3.3323 1.346 -0.454 3.724
N -6.3900 2.1663 -4.3174 -0.964 0.677 -2.387
P -3.9618 2.8231 -1.6175 0.012 0.861 2.026
O -3.4257 2.7065 -0.2287 -0.050 -0.451 -0.715
H 0.3300 3.0006 -4.4245 -0.605 0.185 0.182
H -0.9639 1.8552 -4.7821 -0.056 0.678 0.294
H -1.4089 3.3651 -3.9004 0.641 -0.052 -0.236
H 0.5843 2.2286 -2.2475 -0.598 -0.188 0.112
H -1.1651 1.8254 -1.9856 0.503 0.118 -0.182
H 0.8250 -0.0351 -2.4760 -0.465 0.087 -0.445
H 0.3429 0.2431 -4.1464 -0.424 0.132 0.511
H -1.0356 -1.5537 -3.5348 -0.113 0.401 0.502
H -1.0909 -1.1428 -1.8231 -0.250 0.490 -0.445
H -2.6812 0.8532 -3.5533 0.231 -0.412 0.284
H -3.1165 -0.8376 -3.8332 -0.042 0.503 0.539
H -2.9000 0.3446 -0.9257 -0.546 0.028 -0.462
H -3.3365 -1.2916 -1.4251 -0.115 0.625 -0.048
H -5.4366 -0.3130 -0.9157 0.325 0.413 -0.369
H -6.1343 1.8111 -1.2147 0.504 0.238 -0.452
H -2.9737 2.7584 -2.6267 -0.605 -0.115 -0.127
H -4.5631 4.1160 -1.7165 -0.032 -0.586 -0.714
C 1.4043 -3.2621 -1.9991 -0.089 -0.169 0.027
C 1.2145 -3.1234 -0.4935 0.002 0.119 -0.072
C 2.1168 -2.0605 0.1313 -0.029 0.001 0.141
C 3.6185 -2.3256 0.0091 0.015 -0.023 -0.100
C 4.0947 -3.6488 0.6081 0.038 0.098 0.073
C 3.8590 -3.7500 2.1112 0.012 -0.148 -0.051
H 2.4153 -3.5835 -2.2553 -0.011 0.034 -0.002
H 0.7122 -4.0066 -2.3988 0.035 0.045 -0.068
H 1.2059 -2.3127 -2.5008 0.066 -0.030 -0.030
H 1.3708 -4.0924 -0.0108 0.011 0.032 0.026
H 0.1727 -2.8491 -0.2979 0.021 -0.040 0.047
H 1.8502 -1.9515 1.1873 0.025 0.028 -0.014
H 1.8977 -1.0927 -0.3337 -0.017 -0.013 0.006
H 4.1542 -1.5043 0.4970 -0.001 -0.020 -0.003
H 3.9112 -2.2904 -1.0445 -0.017 0.019 0.007
H 5.1668 -3.7491 0.4157 -0.034 -0.021 -0.042
H 3.6134 -4.4916 0.1033 0.001 0.032 -0.020
H 4.3662 -2.9395 2.6399 -0.050 0.005 0.006
H 4.2489 -4.6959 2.4925 -0.023 0.048 0.054
H 2.7963 -3.7092 2.3574 0.025 0.024 0.023
C 0.2067 1.3640 2.0435 -0.046 -0.150 0.007
C 0.0156 1.5046 3.5488 -0.031 0.123 -0.058
C 0.9162 2.5688 4.1748 -0.004 -0.029 0.114
C 2.4179 2.3019 4.0498 0.009 -0.017 -0.083
C 2.8942 0.9771 4.6458 0.043 0.100 0.058
C 2.6618 0.8728 6.1490 0.012 -0.155 -0.050
H 1.2206 1.0443 1.7930 -0.011 0.019 -0.018
H -0.4824 0.6159 1.6448 0.030 0.046 -0.068
H 0.0067 2.3099 1.5349 0.020 -0.024 -0.010
H 0.1748 0.5360 4.0322 0.020 0.030 0.024
H -1.0261 1.7758 3.7438 0.027 -0.033 0.027
H 0.6511 2.6773 5.2309 0.029 0.008 -0.014
H 0.6976 3.5366 3.7113 -0.016 -0.029 -0.008
H 2.9555 3.1218 4.5378 0.007 -0.024 -0.005
H 2.7087 2.3380 2.9957 -0.019 0.018 0.008
H 3.9660 0.8761 4.4510 -0.032 -0.023 -0.042
H 2.4110 0.1355 4.1402 -0.001 0.031 -0.021
H 3.1708 1.6816 6.6783 -0.049 0.004 0.006
H 3.0517 -0.0744 6.5274 -0.022 0.048 0.055
H 1.5998 0.9140 6.3974 0.025 0.024 0.020
```
Positions in Å, forces in eV/Å.

Properties
* structure (SMILES): CCCCCC[C@H](C#N)[C@H](C#N)[PH2]=O.CCCCCC.CCCCCC
* net charge: 0
* orbital gap: 0.4166 Eh
* energy: -1391.3062 hartree

3.
# C22H45NO2P2PtSe2Te

C22H45NO2P2PtSe2Te as an isolated structure at a distorted geometry (the ωB97M-V functional and the def2-TZVPD basis, the OMol25 dataset).

```
76
Properties=species:S:1:pos:R:3:forces:R:3
Pt -0.6035 -0.4857 -0.1695 -0.646 -0.674 -1.318
O 4.9275 -1.2935 2.2237 -0.008 -0.009 0.017
C 3.8050 -0.4585 2.4551 0.086 -0.157 -0.037
C 3.3504 0.0986 1.1043 0.929 -0.102 0.254
C 4.5188 0.8981 0.4750 0.044 0.091 -0.119
O 5.4974 0.0945 -0.1242 -0.042 -0.054 -0.030
C 2.9278 -0.9797 0.1465 0.380 -0.522 -0.655
Se 1.3109 -1.8334 0.8370 1.031 -2.924 -1.165
C 2.1986 1.0043 1.3021 -0.607 1.166 0.198
Se 0.6066 -0.0363 1.8188 -0.560 3.878 1.915
H 5.3188 -1.5646 3.0608 -0.017 -0.019 -0.006
H 4.0669 0.3815 3.1074 -0.026 0.012 -0.016
H 2.9946 -1.0252 2.9297 0.013 -0.015 0.109
H 4.9412 1.5641 1.2371 -0.014 -0.020 0.018
H 4.1241 1.5316 -0.3230 -0.025 0.028 -0.023
H 5.8817 -0.4710 0.5590 0.024 0.024 0.008
H 3.7107 -1.7328 0.0602 -0.189 -0.152 0.018
H 2.7106 -0.5935 -0.8488 -0.001 0.050 0.075
H 1.9282 1.5144 0.3857 -0.062 0.069 -0.085
H 2.3767 1.7620 2.0677 -0.085 -0.103 0.111
C -3.2750 -1.9630 2.5170 0.076 -0.064 -0.066
P -2.8739 -1.1837 0.9132 -0.186 -0.192 0.070
C -4.2046 0.0604 0.7888 0.075 0.063 -0.013
C -3.5063 -2.4601 -0.2531 0.038 0.017 -0.060
C -3.0922 -2.1412 -1.6886 -0.021 -0.003 0.100
P -1.2782 -1.9748 -1.7714 -0.248 0.137 -0.284
C -0.6864 -3.6525 -1.3909 0.107 0.066 0.092
C -0.9624 -1.8964 -3.5608 -0.006 0.025 0.030
H -4.2966 -2.3464 2.5135 -0.009 0.003 -0.030
H -3.1928 -1.2346 3.3195 0.008 0.038 0.035
H -2.5909 -2.7873 2.7219 0.011 0.002 0.021
H -5.1727 -0.4217 0.9315 0.005 -0.018 0.008
H -4.1804 0.5496 -0.1844 -0.013 -0.002 -0.003
H -4.0830 0.8306 1.5500 0.003 -0.009 0.003
H -4.5920 -2.5252 -0.1629 -0.007 0.001 -0.007
H -3.1011 -3.4279 0.0527 -0.012 -0.006 0.008
H -3.5256 -1.1935 -2.0209 -0.002 -0.010 -0.011
H -3.4186 -2.9183 -2.3836 0.018 -0.008 -0.003
H -1.2845 -4.3840 -1.9359 0.001 0.005 -0.023
H -0.7489 -3.8573 -0.3235 -0.031 -0.024 -0.013
H 0.3560 -3.7514 -1.6974 -0.011 0.000 0.002
H -1.3159 -2.8261 -4.0090 -0.005 -0.006 0.003
H 0.1039 -1.8014 -3.7646 -0.010 -0.005 -0.016
H -1.5039 -1.0723 -4.0208 0.002 0.047 0.008
C 1.8911 -1.7051 5.6817 -0.068 0.073 -0.027
Te 0.2344 -2.0543 4.3900 -0.295 -0.774 0.683
C -0.8714 -0.3815 5.0937 0.230 0.078 -0.047
H 2.3166 -0.7249 5.4786 0.036 -0.018 0.018
H 2.6280 -2.4853 5.5092 0.002 -0.003 0.005
H 1.5363 -1.7559 6.7062 0.051 -0.014 0.032
H -1.1640 -0.5487 6.1249 -0.026 0.033 0.015
H -1.7539 -0.2656 4.4721 -0.019 0.039 0.020
H -0.2468 0.5082 5.0110 -0.080 0.010 0.032
C 1.7801 2.3294 -2.2439 0.010 0.055 0.073
N 1.0669 2.1059 -3.5252 -0.075 -0.031 -0.070
C 0.8684 3.3898 -4.2585 0.018 0.000 -0.031
C -0.2078 1.2756 -3.3236 -0.067 0.087 0.082
C -1.1441 1.8658 -2.3091 0.099 -0.078 -0.030
C -1.8805 2.9901 -2.7050 0.008 -0.025 0.022
C -2.6191 3.7255 -1.7988 -0.007 0.014 -0.029
C -2.6142 3.3274 -0.4714 -0.034 0.006 0.013
C -1.9583 2.1646 -0.0983 -0.054 -0.008 0.041
C -1.2418 1.3608 -0.9949 0.204 0.037 0.017
H 2.7788 2.7038 -2.4559 0.003 0.016 0.006
H 1.8161 1.3829 -1.7127 0.026 -0.035 0.025
H 1.2149 3.0516 -1.6588 0.003 -0.025 0.002
H 1.6692 1.5274 -4.1109 -0.003 0.001 0.003
H 0.2387 4.0383 -3.6595 0.005 0.017 0.021
H 0.3999 3.1849 -5.2180 -0.010 -0.002 0.010
H 1.8408 3.8527 -4.4093 0.004 -0.013 -0.012
H 0.1539 0.3114 -2.9790 0.007 -0.037 -0.006
H -0.6437 1.1932 -4.3198 -0.014 -0.025 0.010
H -1.8778 3.2881 -3.7472 -0.005 0.004 -0.018
H -3.1819 4.5911 -2.1196 0.004 0.002 0.000
H -3.1551 3.9006 0.2707 0.001 0.005 0.005
H -2.0406 1.8556 0.9365 0.039 -0.011 0.017
```
Positions in Å, forces in eV/Å.

Properties
* ΔE to the lowest compared entry with this formula, charge and spin: 2.753 eV
* net charge: +2
* orbital gap: 0.2367 Eh
* energy: -6942.8816 hartree

> The lowest energy belongs to which entry?

C22H45NO2P2PtSe2Te